C4H33NO12 | ωB97M-V/def2-TZVPD

- energy above the lowest of the compared OMol25 structures with the same formula, charge and spin (kcal/mol) = 47.2
- total energy (Ha) = -1129.8293
- E_HOMO (eV) = -9.71
- charge = 0

Positions of all 50 atoms, in Å:
O: -4.03377 1.25037 -0.07955
O: 0.81533 -2.45891 -3.00166
O: -2.36034 -1.14657 0.13266
O: -0.83338 0.49311 -1.74860
O: -1.24457 2.58760 -3.88304
O: 2.54735 -0.41857 3.36160
O: -1.46112 0.87635 1.88312
O: -2.31369 -2.68948 -2.14378
O: -1.89504 -1.16503 -4.69655
O: -2.34715 3.37990 0.80311
O: 1.66015 1.26216 -1.82143
O: -0.18976 3.35898 -0.94508
N: 2.47605 -3.15074 2.24290
C: 3.36139 0.30805 4.23528
C: 2.35415 -1.87445 1.47975
C: 0.89366 -1.58143 1.28035
C: 3.17346 -0.77738 2.12719
H: 0.56687 -1.74638 -2.39959
H: -1.53548 0.83475 2.84332
H: 3.57812 1.29763 3.79756
H: -1.66877 0.06721 -1.49031
H: -2.10798 2.82289 -3.53336
H: 0.62636 3.03606 -1.35868
H: -0.91032 1.90652 -3.27425
H: -1.75007 -0.96301 0.85884
H: -1.95628 -1.46409 -3.77610
H: -1.65893 3.25525 0.10613
H: 0.74530 -0.66686 0.70075
H: 0.08545 -3.08929 -2.92876
H: 2.79074 -2.02932 0.48688
H: -0.56259 0.98821 -0.96221
H: -3.09160 -0.50770 0.25910
H: 4.20684 -1.09429 2.30504
H: 2.47745 0.93824 -1.42584
H: 0.38769 -2.39969 0.76087
H: 1.31179 0.51693 -2.32888
H: 1.92348 -3.00282 3.08896
H: 4.32699 -0.17917 4.42686
H: 3.18241 0.17037 1.56524
H: -1.69285 1.79669 1.65827
H: 2.85411 0.45874 5.18566
H: -3.23347 -2.97051 -2.19079
H: 0.07568 4.15889 -0.47399
H: 0.28997 -1.50463 2.18978
H: -2.27591 -2.02034 -1.41669
H: -2.22411 4.27535 1.13686
H: -4.09838 1.48515 -1.01288
H: 3.42400 -3.16868 2.62272
H: -1.04064 -1.49368 -4.99709
H: -3.64860 2.03766 0.35031

These are the Mulliken partial charges, in e, on atoms 1 to 5: -0.674, -0.661, -0.635, -0.135, -0.647

***

C23H21F3N4O5 | ωB97M-V/def2-TZVPD

- total energy (Ha) = -1783.9057
- E_HOMO (eV) = -8.17
- charge = 0

Positions of all 56 atoms, in Å:
F: -0.34675 3.52078 0.88884
F: 0.26215 4.11266 -1.08694
F: 1.62953 4.29874 0.55979
O: -1.74099 0.06402 1.97700
O: 7.79516 1.00667 0.08223
O: 8.16652 -1.26197 0.21838
O: -3.07827 -1.10550 -2.34417
O: -3.16138 -1.44606 1.13451
N: -3.82075 0.56153 -1.02964
N: -0.96747 1.35869 -0.89451
N: 2.01129 -0.46973 -0.78028
N: 0.31806 1.20539 -0.68412
C: 0.68102 3.50949 0.03584
C: -5.36719 0.14648 1.31799
C: -2.52069 -3.49348 0.08831
C: -3.96238 0.77539 1.37939
C: 2.50665 1.75511 -0.06769
C: 6.60073 0.34479 0.00017
C: -2.83333 -0.23110 1.55964
C: 5.79347 -1.93404 0.01151
C: 0.75117 -0.10713 -0.94059
C: -6.06351 0.44286 -0.01152
C: 1.20446 2.12132 -0.23657
C: 6.83048 -1.03259 0.08073
C: 5.34223 0.86655 -0.14179
C: -2.83485 -0.16733 -1.59763
C: 2.89312 0.41330 -0.36526
C: 8.78389 0.00914 0.22127
C: 4.51492 -1.41516 -0.13740
C: -3.64731 1.49691 0.05127
C: -2.15568 -2.46188 1.14060
C: -1.42111 0.15977 -1.28282
C: -0.39015 -0.78307 -1.34656
C: 4.27275 -0.04293 -0.20846
C: -5.17995 0.06129 -1.19458
H: -5.28678 -0.93373 1.43500
H: -2.62940 1.88188 0.05838
H: -6.98985 -0.12970 -0.07229
H: 3.21478 2.46993 0.31296
H: -2.12042 -2.90529 2.14234
H: 5.20710 1.93085 -0.22497
H: -2.64356 -3.01192 -0.87909
H: -1.73523 -4.24049 0.02122
H: 9.49584 0.07413 -0.61658
H: 3.66896 -2.07971 -0.20009
H: 5.97250 -2.99412 0.06998
H: -5.97954 0.52641 2.13678
H: -3.87542 1.50090 2.19151
H: 9.32465 0.15360 1.16992
H: -3.45470 -3.98339 0.35061
H: -6.33238 1.49912 -0.06506
H: -5.59790 0.45502 -2.12818
H: -0.47165 -1.80473 -1.64816
H: -5.11870 -1.02753 -1.29353
H: -4.32894 2.33794 -0.09091
H: -1.18518 -1.99807 0.93319

These are the Mulliken partial charges, in e, on atoms 1 to 5: -0.224, -0.269, -0.298, -0.650, -0.491

***

C22H35OPtSSi2 | ωB97M-V/def2-TZVPD

- energy above the lowest of the compared OMol25 structures with the same formula, charge and spin (kcal/mol) = 78.3
- total energy (Ha) = -2030.7177
- E_HOMO (alpha / beta) (eV) = -11.46 / -11.58
- charge = +1

Positions of all 62 atoms, in Å:
Pt: -0.56136 -1.14257 0.32486
S: -0.09856 1.89383 -1.17114
Si: 1.70624 -1.61967 -0.30384
Si: -0.22016 -1.42517 2.71546
O: -0.13206 1.19593 0.16766
C: -4.86076 -1.64297 0.37256
C: -2.56816 -1.41217 -0.35814
C: 3.91114 -1.45777 1.59366
C: 0.81214 4.42593 -1.82054
C: -1.18436 1.20923 -4.00804
C: 1.77924 -1.29027 2.65846
C: -5.27626 -1.70597 -0.94684
C: -2.07406 2.11243 -3.15504
C: 2.37854 -1.06577 3.88806
C: 2.25844 3.98683 -2.00584
C: 3.76094 -1.08767 3.96386
C: 2.52504 -1.45767 1.52846
C: -0.47956 -3.10147 3.65136
C: -2.99656 -1.50917 -1.68054
C: 4.51954 -1.29237 2.82806
C: -1.87256 1.90133 -1.66384
C: -4.34536 -1.65117 -1.97164
C: 2.40164 -3.30217 -0.92314
C: 2.63234 -0.19407 -1.22214
C: 0.15324 3.66153 -0.68084
C: -3.51576 -1.48117 0.66366
C: -0.79826 -0.05587 3.93426
H: -1.05426 0.23463 -3.54134
H: -2.20576 0.89793 -1.38194
H: -1.64076 1.05863 -4.98254
H: -0.64576 -0.36327 4.96416
H: 1.88934 -4.14247 -0.46974
H: 5.59694 -1.31897 2.89006
H: -1.54036 -3.30937 3.76226
H: -3.12306 1.89653 -3.36704
H: 3.45924 -3.39547 -0.70014
H: -0.20006 1.64663 -4.15814
H: 2.31284 2.91663 -2.18444
H: -4.66316 -1.72217 -3.00074
H: 2.83754 4.21293 -1.11474
H: -0.80226 4.08853 -0.38404
H: -6.32626 -1.79397 -1.17414
H: -2.28536 -1.48037 -2.49744
H: -0.02716 -3.95227 3.14966
H: -0.26666 0.87393 3.76856
H: 0.79004 5.49353 -1.59034
H: -1.90966 3.15753 -3.42384
H: 2.20484 -0.01027 -2.20204
H: 4.23964 -0.94687 4.92166
H: -0.05626 -3.03627 4.65176
H: 2.28324 -3.38237 -1.99754
H: -2.42366 2.63033 -1.07264
H: 4.51374 -1.57607 0.70636
H: 3.68244 -0.43397 -1.35734
H: -5.57676 -1.72197 1.17756
H: 0.25164 4.27653 -2.74634
H: 2.71714 4.49963 -2.84584
H: -1.85656 0.14643 3.80946
H: -3.20956 -1.39847 1.70026
H: 1.79494 -0.88527 4.77426
H: 0.81304 3.62173 0.18726
H: 2.57184 0.72613 -0.64994

These are the Mulliken partial charges, in e, on atoms 1 to 5: 1.313, 0.590, 0.244, 0.357, -0.939

***

C9H19F2I2MnN2O5S2 | ωB97M-V/def2-TZVPD

- total energy (Ha) = -3582.6276
- expectation value of S² = 8.756
- E_HOMO (alpha / beta) (eV) = -5.30 / -5.39
- multiplicity = 6
- charge = -1

Positions of all 42 atoms, in Å:
I: 2.00943 -0.17365 -3.85020
I: 3.00354 -2.29399 0.17498
Mn: 1.08996 -1.31678 -1.50312
S: -0.24239 -4.12413 -2.64256
S: -1.86344 -2.53599 -2.91255
F: 1.22970 -4.28056 -1.93170
F: -1.82798 -0.93111 -2.93931
O: -1.03036 -4.97396 -1.82495
O: -2.93302 -2.81478 -1.99543
O: -2.04397 -2.91222 -4.28925
O: -0.22452 0.46735 -1.18103
O: 0.18423 -4.45524 -3.98262
N: -0.27230 -2.61875 -2.28904
N: 0.28669 0.56218 0.12920
C: 0.02436 0.16560 2.49937
C: 0.61528 1.53664 2.95873
C: 0.95580 1.89727 0.41574
C: -2.03953 0.81922 1.27089
C: -0.03887 3.07432 0.22997
C: 1.56629 1.90346 1.82569
C: 2.13428 2.05079 -0.54046
C: -0.94256 -1.44789 0.89216
C: -0.70062 0.08012 1.14957
H: 1.88440 2.93120 2.04730
H: 0.84587 -0.55562 2.51635
H: -0.57385 -0.05820 3.38783
H: -2.86909 0.11074 1.27650
H: -1.48725 -1.63790 -0.02977
H: 1.81302 2.34930 -1.53986
H: 2.62604 1.08424 -0.66724
H: -0.86302 1.19233 -1.26183
H: -2.20075 1.57955 0.50568
H: 0.55911 3.97047 0.08266
H: 2.49319 1.38397 2.07703
H: -1.39573 -1.90408 1.77068
H: 2.89550 2.74490 -0.18525
H: 0.07795 -1.83848 0.85587
H: -0.63002 2.91567 -0.67633
H: -0.78472 3.08067 1.02207
H: 1.09016 1.39492 3.92626
H: -0.21895 2.24075 3.00862
H: -2.20188 1.33768 2.21934

These are the Mulliken partial charges, in e, on atoms 1 to 5: -0.570, -0.498, 0.560, 0.802, 0.916